No. 1
{"formula": "C10H15N4", "method": "the ωB97M-V functional and the def2-TZVPD basis", "species": ["C", "C", "C", "C", "C", "C", "C", "C", "C", "C", "N", "N", "N", "N", "H", "H", "H", "H", "H", "H", "H", "H", "H", "H", "H", "H", "H", "H", "H"], "coordinates": [[-0.673271, 2.789557, 1.218217], [-1.593778, 1.782965, 0.932422], [0.680361, 2.570680, 1.407372], [-1.137000, 0.468966, 0.709199], [1.124152, 1.275088, 1.536095], [0.188111, 0.149658, 1.478479], [-2.025230, -0.223390, -0.239814], [0.571608, -1.226604, 0.574371], [0.869130, -0.167746, -1.840080], [0.463541, -1.408885, -1.026677], [-1.954380, -1.274768, -1.020295], [2.447888, 0.983018, 1.690866], [-1.108825, -2.921191, -2.407634], [-0.956908, -1.921882, -1.485756], [-1.010173, 3.848417, 1.035026], [-2.593791, 2.097918, 0.640981], [1.361288, 3.344320, 1.744695], [-2.940423, 0.349106, -0.228426], [1.653745, -1.621945, 0.660590], [-0.051855, -0.269933, 2.489490], [-0.059272, -2.111919, 1.010257], [0.184844, 0.638485, -1.726649], [1.011322, -0.429944, -2.972245], [1.797165, 0.110240, -1.380517], [1.056349, -2.209530, -1.389269], [2.958648, 1.828954, 1.565222], [2.818870, 0.192517, 2.040244], [-1.173340, -3.904592, -2.046911], [-1.908777, -2.737559, -2.969254]], "atomic_forces_ev_per_a": [[-1.067, 1.098, -0.977], [0.215, 0.232, -0.048], [0.793, -0.499, 1.142], [-0.766, 1.598, 0.234], [1.261, -0.788, 0.054], [-1.907, -3.895, -3.971], [1.977, 0.292, 1.947], [1.264, -2.590, 0.367], [0.065, -1.691, -1.482], [-2.326, 0.755, -0.342], [-1.330, -0.694, -1.255], [-3.064, 4.132, -1.635], [0.694, -1.350, -0.101], [1.695, 2.274, 3.458], [0.275, -1.172, 0.691], [0.223, -0.171, -0.069], [-0.111, 0.260, -0.568], [-0.516, -0.659, -0.456], [-1.457, 1.024, 0.645], [0.089, 0.515, -0.727], [1.031, 1.813, -0.556], [-0.609, 0.688, -0.044], [-0.226, 0.536, 2.221], [0.780, 0.443, -0.195], [0.944, -0.819, 0.391], [1.220, -0.012, 0.424], [1.386, -3.101, 1.205], [0.144, 1.495, 0.140], [-0.679, 0.287, -0.492]], "mulliken_charge": [-0.22, -1.02, -0.92, 0.93, 0.68, 0.33, -0.65, -0.95, -1.11, -0.21, -0.69, -0.34, -0.87, 0.95, 0.35, 0.32, 0.34, 0.39, 0.39, 0.44, 0.31, 0.28, 0.34, 0.37, 0.60, 0.23, 0.19, 0.27, 0.26], "homo_energy_ha": [-0.411, -0.409], "gap_ev": [6.11, 6.06], "smiles": "C[C@H]1C[C@H]2C(N)=CC=CC2=CN=[N+]1N", "e_lumo_ev": [-5.1, -5.1], "relative_energy_kcal_mol": 146.00, "charge": 1}

***

No. 2
{"formula": "C10H15N5O4", "method": "the ωB97M-V functional and the def2-TZVPD basis", "species": ["C", "C", "C", "C", "C", "C", "C", "C", "C", "C", "H", "H", "H", "H", "H", "H", "H", "H", "H", "H", "H", "H", "H", "H", "H", "N", "N", "N", "N", "N", "O", "O", "O", "O"], "coordinates": [[0.482356, -0.980627, 0.884687], [-0.235601, -1.570355, -0.327412], [1.982641, -1.347860, 0.994918], [2.794219, -0.834102, -0.142349], [-2.056444, 0.110341, -0.074650], [-3.595649, 0.017960, -0.053154], [-1.680348, 1.471705, -0.729631], [-0.300032, 1.942215, -0.471601], [0.778962, 2.043577, -1.231853], [1.250128, 2.725870, 0.770745], [-0.010023, -0.934538, 2.940451], [-0.312327, -2.395433, 2.125072], [0.374932, 0.112702, 0.775151], [2.305405, -0.798712, 1.915902], [2.037656, -2.433711, 1.161112], [1.991496, -2.378814, -1.229331], [3.406900, -1.633230, -1.972810], [-1.852376, -1.379092, -1.559961], [-1.698085, 0.152928, 0.935556], [-2.376401, 2.191822, -0.308211], [-1.820320, 1.360139, -1.804324], [0.892105, 1.849172, -2.255518], [1.799455, 3.060814, 1.621079], [2.804478, 2.515571, -0.622353], [-5.041104, -0.976771, -0.865528], [-0.302954, -1.384048, 2.054016], [2.761159, -1.735495, -1.177682], [-1.332031, -0.898566, -0.814188], [0.002194, 2.331530, 0.848084], [1.781234, 2.555362, -0.503734], [0.079221, -2.643592, -0.758013], [3.427185, 0.197530, -0.080529], [-4.253627, 0.674793, 0.744552], [-4.084400, -0.989100, -0.788481]], "atomic_forces_ev_per_a": [[-0.246, 1.086, 0.129], [-1.413, 0.992, 1.070], [-1.298, 0.649, 1.736], [0.007, -1.573, -0.476], [0.515, 1.460, -1.420], [-0.128, -0.094, 2.757], [-0.668, 0.091, -0.110], [-1.575, -0.261, 2.490], [0.470, -0.278, -1.634], [-0.280, -0.810, -0.658], [-0.108, -0.557, -0.990], [0.068, 0.110, 0.328], [0.387, -0.518, 0.351], [-0.041, -0.622, -0.708], [0.281, 0.357, -0.231], [-0.073, -0.328, 0.043], [-0.824, 0.115, 0.661], [0.511, 0.165, 0.633], [-0.266, -0.231, 0.617], [-0.072, 0.366, -0.241], [-0.270, 0.156, -0.090], [0.140, -0.331, -1.136], [0.514, 0.218, 0.147], [-1.124, -0.103, -0.390], [-0.384, 0.228, 0.407], [0.080, 0.260, 0.252], [1.472, 1.173, -0.777], [-0.292, -1.153, -0.039], [0.582, 0.559, -1.138], [1.320, 1.032, 2.859], [0.805, -1.719, -1.184], [0.380, 0.221, -0.425], [0.873, -0.734, -1.982], [0.655, 0.075, -0.851]], "mulliken_charge": [1.00, 0.09, -1.02, 0.32, 0.67, 0.01, -1.08, 0.70, -0.97, -0.33, 0.27, 0.28, -0.16, 0.33, 0.35, 0.25, 0.24, 0.30, 0.37, 0.44, 0.37, 0.50, 0.46, 0.34, 0.38, -0.56, -0.33, -0.08, -0.59, -0.08, -0.77, -0.65, -0.56, -0.46], "homo_energy_ha": -0.325, "gap_ev": 9.40, "smiles": "NC(=O)C[C@H](N)C(=O)N[C@@H](Cc1c[nH]cn1)C(=O)O", "e_lumo_ev": 0.6, "relative_energy_kcal_mol": 30.03, "charge": 0}

***

No. 3
{"formula": "C10H15N6S2Ti", "method": "the ωB97M-V functional and the def2-TZVPD basis", "species": ["Ti", "C", "C", "N", "N", "C", "N", "S", "C", "C", "C", "C", "C", "N", "H", "H", "H", "H", "H", "H", "H", "H", "H", "C", "N", "C", "N", "S", "H", "H", "H", "H", "H", "H"], "coordinates": [[11.210624, 8.306231, 6.757998], [9.043558, 5.162315, 8.529396], [9.393834, 6.455388, 8.042729], [10.400254, 6.701787, 7.310486], [11.648591, 6.186061, 7.170424], [11.916747, 5.972471, 5.799139], [12.602260, 4.880623, 5.522649], [11.473940, 7.337441, 4.690834], [8.650057, 7.765764, 8.234178], [7.548448, 7.929050, 8.976236], [6.984329, 9.207585, 9.090417], [7.625971, 10.301765, 8.617380], [8.853676, 10.005288, 7.912431], [9.305962, 8.765837, 7.647427], [8.703676, 5.130688, 9.537977], [9.827401, 4.346262, 8.258013], [8.229121, 4.928554, 7.870784], [12.835742, 4.351539, 6.360412], [12.822175, 4.683442, 4.565664], [7.092977, 7.069943, 9.570207], [6.071017, 9.249143, 9.647628], [7.494752, 11.387048, 8.895115], [9.492523, 10.826384, 7.573971], [15.070564, 11.406494, 7.817980], [13.987872, 11.266150, 6.844051], [12.956901, 10.448214, 6.937852], [11.990460, 10.406657, 5.929072], [12.868165, 9.198595, 8.063859], [15.607025, 12.278538, 7.602198], [15.837917, 10.607101, 7.717897], [14.764315, 11.506333, 8.809330], [13.941981, 11.911510, 6.109692], [11.339361, 11.240771, 5.748479], [12.415509, 10.331253, 5.012919]], "atomic_forces_ev_per_a": [[-0.498, -0.330, 0.088], [1.556, -2.284, -0.940], [-0.568, 1.496, 0.612], [0.578, 0.382, -0.368], [0.207, 0.173, -1.054], [0.319, 0.029, -0.165], [-1.492, 2.525, 0.799], [0.499, -1.618, 0.114], [0.882, -2.645, -0.306], [-1.712, -1.218, 1.355], [-0.853, -0.672, 0.844], [3.128, 1.129, -0.722], [-0.735, 0.585, 0.099], [0.272, 2.631, -0.072], [-0.223, -0.110, 0.788], [-1.164, 1.581, 0.874], [-1.109, -0.520, -0.257], [0.272, -0.641, -0.565], [0.628, -0.594, -0.342], [0.576, 1.218, -1.130], [-0.388, 0.419, 0.271], [-0.581, -1.477, -0.548], [-0.373, -0.211, 0.008], [1.347, -1.453, -1.256], [-1.623, -1.652, 1.735], [2.489, 1.105, 0.059], [-2.638, 0.938, -1.635], [0.752, -0.042, 1.297], [0.572, 1.474, -0.596], [-0.814, 0.118, 0.035], [-1.014, -0.191, 1.571], [0.157, 1.317, -1.323], [1.130, -1.106, 1.107], [0.423, -0.358, -0.380]], "mulliken_charge": [0.69, -1.38, 0.04, 0.67, -0.88, 0.74, -0.23, -0.21, 0.79, -0.43, -0.35, -0.83, 0.23, -0.11, 0.42, 0.29, 0.44, 0.30, 0.28, 0.33, 0.47, 0.37, 0.31, -0.98, -0.12, 0.63, -0.49, -0.13, 0.35, 0.37, 0.42, 0.30, 0.36, 0.36], "homo_energy_ha": -0.726, "gap_ev": 8.10, "e_lumo_ev": -11.7, "relative_energy_kcal_mol": 13.96, "charge": 3}

***

No. 4
{"formula": "C10H15NO", "method": "the ωB97M-V functional and the def2-TZVPD basis", "species": ["C", "C", "C", "C", "O", "C", "C", "C", "C", "C", "C", "N", "H", "H", "H", "H", "H", "H", "H", "H", "H", "H", "H", "H", "H", "H", "H"], "coordinates": [[2.385682, -0.477499, 0.416047], [1.334452, -1.497030, 0.027494], [0.467192, -1.949022, 1.232455], [-0.251091, -0.814938, 1.887850], [-1.095245, -0.392546, 0.940308], [-0.968241, 0.589108, 0.245726], [-0.390718, 1.828855, 0.724946], [-0.228428, 2.698071, -0.512670], [-0.662745, 2.496487, -1.772954], [-1.295688, 1.446514, -2.104981], [-1.622491, 0.208530, -1.152255], [-1.993687, -1.025649, -1.574180], [-2.464947, -0.759493, -2.383799], [-2.410174, -1.447306, -0.746220], [-1.584442, 1.204386, -3.194884], [-0.586844, 3.376240, -2.304022], [0.268105, 3.838971, -0.071280], [-0.115322, 1.956280, 1.633582], [0.270395, -0.033299, 2.087015], [-0.854785, -1.236637, 2.935561], [0.001423, -2.891702, 1.058851], [1.184259, -2.421442, 2.317358], [1.776757, -2.567400, -0.233724], [0.619423, -1.282810, -0.497936], [3.052965, -0.595027, -0.736351], [3.039211, -0.788148, 1.147900], [2.124985, 0.536504, 0.630164]], "atomic_forces_ev_per_a": [[1.211, -0.910, -6.320], [6.611, -5.770, 8.331], [4.508, -1.255, 4.966], [-3.800, -6.845, 2.600], [-4.602, -6.918, 3.517], [-1.045, 5.469, -6.374], [-3.113, -1.676, -12.873], [2.347, 3.195, 8.310], [2.407, 4.226, 2.959], [-5.395, -11.248, -2.003], [5.929, 9.791, 0.909], [1.271, 0.298, 2.363], [-1.901, -1.089, -1.606], [-0.741, -0.685, -0.926], [0.293, 0.765, 1.594], [0.248, 1.308, -2.020], [-1.519, -3.352, -2.121], [1.959, 1.230, 5.669], [4.304, 4.396, 2.187], [1.528, 1.452, -2.969], [-1.367, -0.123, -0.358], [-1.352, 1.429, -3.195], [-0.443, 2.595, -0.247], [-6.724, 2.978, -7.200], [-1.385, 1.297, 3.598], [1.354, -1.126, 1.623], [-0.583, 0.566, -0.416]], "mulliken_charge": [-1.09, -0.37, -0.69, -0.80, -0.33, 0.63, -1.29, -0.14, -0.81, -0.15, 0.49, -0.49, 0.30, 0.27, 0.11, 0.42, 0.06, 0.79, 0.58, 0.17, 0.43, 0.28, 0.26, 0.38, 0.23, 0.40, 0.35], "homo_energy_ha": -0.256, "gap_ev": 7.78, "e_lumo_ev": 0.8, "relative_energy_kcal_mol": 237.60, "charge": 0}